(1)
This record from OMol25 describes a single C18H19N3O2 molecule in a non-equilibrium geometry. The level of theory is ωB97M-V/def2-TZVPD.

```
! wB97M-V def2-TZVPD RIJCOSX def2/J DEFGRID3
* xyz 0 1
C 4.684 -3.502 4.990
C 3.631 -2.623 4.349
C 2.561 -3.240 3.629
C 1.641 -2.443 2.895
C 1.736 -1.105 2.861
N 0.936 -0.518 1.879
C 1.132 0.601 1.106
O 2.208 1.225 1.172
C 0.182 1.011 0.094
C -1.051 0.277 0.108
N -2.030 -0.365 0.152
C 0.467 1.878 -0.908
C -0.332 2.409 -1.905
C 0.049 3.455 -2.729
C -1.075 3.853 -3.520
C -2.073 3.095 -3.142
N -3.418 3.112 -3.613
C -4.268 4.382 -3.681
C -4.121 1.777 -3.634
O -1.677 2.124 -2.276
C 2.725 -0.462 3.721
C 3.652 -1.240 4.420
C 4.882 -0.534 4.833
H 4.810 -3.423 6.055
H 5.603 -3.367 4.418
H 4.476 -4.503 4.862
H 2.405 -4.312 3.747
H 0.804 -2.895 2.420
H 0.135 -1.059 1.602
H 1.501 2.118 -1.054
H 1.043 3.863 -2.623
H -1.144 4.667 -4.354
H -5.314 4.099 -3.996
H -3.868 5.010 -4.510
H -4.218 4.918 -2.791
H -3.610 1.002 -2.988
H -4.107 1.397 -4.708
H -5.165 1.914 -3.328
H 2.752 0.585 3.614
H 4.888 0.587 4.687
H 4.928 -0.739 5.970
H 5.865 -0.803 4.404
*
```

Results
Electronic energy ... -1011.9495 Ha
SMILES string ... Cc1ccc(NC(=O)/C(C#N)=C/c2ccc(N(C)C)o2)cc1C
F_max ... 5.2 eV Å⁻¹
ΔE to the lowest compared entry with this formula, charge and spin ... 4.950 eV
HOMO level ... -7.9 eV
Lowest unoccupied orbital energy ... -0.0255 Ha
Frontier orbital gap ... 7.2 eV

---

(2)
This record from OMol25 describes a single C18H19N3O2S molecule. The level of theory is ωB97M-V/def2-TZVPD.

```
! wB97M-V def2-TZVPD RIJCOSX def2/J DEFGRID3
* xyz 0 1
C 0.361 4.350 -0.391
C -0.676 3.403 -0.983
C -0.494 2.000 -0.422
C -1.457 0.965 -0.903
C -2.434 1.156 -1.829
C -3.312 0.086 -2.223
O -4.205 0.118 -3.040
N -3.049 -1.117 -1.533
C -2.057 -1.217 -0.625
S -1.835 -2.779 0.131
C -0.830 -2.381 1.602
C -0.103 -1.031 1.658
O -0.536 -0.199 2.431
C 1.170 -0.888 0.977
C 1.824 -1.702 0.065
C 1.490 -3.030 -0.514
N 2.987 -1.103 -0.308
C 3.136 0.098 0.334
C 4.151 1.040 0.256
C 4.025 2.171 1.036
C 2.925 2.350 1.876
C 1.916 1.414 1.955
C 2.011 0.271 1.164
N -1.266 -0.253 -0.316
H 0.243 5.351 -0.798
H 0.254 4.402 0.690
H 1.368 4.002 -0.613
H -1.677 3.769 -0.748
H -0.568 3.384 -2.070
H 0.514 1.641 -0.648
H -0.568 2.018 0.668
H -2.595 2.108 -2.304
H -3.645 -1.909 -1.742
H -0.122 -3.202 1.700
H -1.529 -2.399 2.441
H 0.477 -3.044 -0.910
H 1.568 -3.815 0.238
H 2.179 -3.268 -1.322
H 3.644 -1.493 -0.965
H 5.005 0.891 -0.389
H 4.793 2.930 1.002
H 2.868 3.245 2.477
H 1.071 1.549 2.610
*
```

Results
Electronic energy ... -1410.2962 Ha
SMILES string ... CCCc1cc(=O)[nH]c(SCC(=O)c2c(C)[nH]c3ccccc23)n1
F_max ... 0.7 eV Å⁻¹
ΔE to the lowest compared entry with this formula, charge and spin ... 0.716 eV
HOMO level ... -8.2 eV
Lowest unoccupied orbital energy ... 0.0146 Ha
Frontier orbital gap ... 8.6 eV

---

(3)
This record from OMol25 describes a single C18H19N5O2S3 molecule in a non-equilibrium geometry. The level of theory is ωB97M-V/def2-TZVPD.

```
! wB97M-V def2-TZVPD RIJCOSX def2/J DEFGRID3
* xyz 0 1
O 2.406 4.157 1.875
N -0.050 -0.858 -5.208
N 3.156 -2.705 1.977
N 0.269 0.637 -2.697
O -2.197 3.754 3.391
S 1.191 -3.025 -4.437
S 0.133 2.970 -1.245
C 0.503 -1.396 -4.159
C 2.098 -2.320 2.678
C 0.086 -1.587 -6.335
C 2.926 -2.225 0.682
C 0.693 -2.800 -6.078
C 1.279 1.575 0.611
C 1.755 -1.525 0.654
C 0.875 2.894 0.319
C 0.536 1.267 -1.554
C 0.561 -0.714 -2.850
C 1.023 -1.404 -1.713
C 1.034 0.607 -0.459
C 1.271 -0.783 -0.519
N 1.937 1.382 1.822
N 1.228 -1.569 1.921
S 1.102 4.371 1.218
C -2.842 4.998 3.688
C 1.866 -2.663 4.065
C 0.022 -0.917 2.406
C -1.365 3.928 2.235
C 0.060 4.089 2.686
H -0.216 -1.291 -7.329
H 3.611 -2.275 -0.149
H 0.947 -3.465 -6.875
H 1.237 -2.472 -1.740
H 2.541 0.569 1.859
H 2.321 2.256 2.203
H -3.545 5.282 2.861
H -3.470 4.922 4.574
H -2.120 5.777 3.881
H 2.823 -2.784 4.538
H 1.313 -1.856 4.558
H 1.278 -3.540 4.106
H 0.287 -0.037 3.013
H -0.598 -1.618 2.992
H -0.573 -0.607 1.558
H -1.670 4.786 1.634
H -1.417 3.026 1.612
H 0.429 3.181 3.199
H 0.141 4.881 3.402
*
```

Results
Electronic energy ... -2316.0773 Ha
F_max ... 3.2 eV Å⁻¹
ΔE to the lowest compared entry with this formula, charge and spin ... 0.000 eV
HOMO level ... -7.9 eV
Lowest unoccupied orbital energy ... -0.0284 Ha
Frontier orbital gap ... 7.1 eV

---

(4)
This record from OMol25 describes a molecular structure, C18H20B2Ba2Br10O16 in a non-equilibrium geometry. The level of theory is ωB97M-V/def2-TZVPD.

```
! wB97M-V def2-TZVPD RIJCOSX def2/J DEFGRID3
* xyz 2 1
Ba 19.189 4.000 3.472
Ba 29.696 -6.723 2.776
O 24.864 -15.383 7.934
C 25.699 -15.118 7.052
O 26.276 -13.984 6.834
B 27.009 -14.033 5.583
O 27.096 -15.432 5.219
C 26.312 -16.111 6.017
O 26.085 -17.350 5.940
O 28.354 -13.470 5.588
C 28.476 -12.323 4.821
O 29.378 -11.416 4.941
C 27.128 -12.160 4.227
O 26.390 -13.202 4.470
O 26.812 -11.213 3.468
O 25.235 -4.861 0.311
C 24.125 -4.535 0.703
O 23.141 -4.079 0.041
B 22.072 -3.707 1.011
O 22.599 -4.200 2.349
C 23.758 -4.627 2.204
O 24.476 -5.153 3.053
O 21.856 -2.258 1.110
C 20.567 -2.014 1.052
O 19.989 -0.966 1.270
C 19.843 -3.393 0.673
O 20.811 -4.357 0.652
O 18.656 -3.571 0.457
Br 24.200 -7.867 8.393
C 22.867 -6.738 9.286
C 22.515 -5.628 8.286
Br 21.384 -4.204 8.924
H 23.332 -6.401 10.213
H 21.936 -7.297 9.375
H 22.176 -6.028 7.331
H 23.444 -5.113 8.041
Br 25.293 -10.936 -4.003
C 26.662 -9.567 -3.436
C 27.805 -10.401 -2.891
Br 29.213 -9.223 -2.024
H 26.220 -8.940 -2.662
H 26.946 -9.039 -4.346
H 28.332 -10.971 -3.656
H 27.417 -11.051 -2.107
Br 22.077 -9.789 1.303
C 21.397 -9.615 3.177
C 19.996 -9.072 3.136
Br 19.297 -8.723 4.971
H 22.152 -8.962 3.615
H 21.432 -10.602 3.638
H 19.342 -9.837 2.717
H 19.971 -8.139 2.573
Br 12.070 -3.680 -4.797
C 12.656 -2.798 -3.106
C 12.135 -1.323 -3.083
Br 12.687 -0.382 -1.507
H 13.743 -2.849 -3.056
H 12.155 -3.400 -2.347
H 11.046 -1.290 -3.106
H 12.560 -0.778 -3.926
Br 16.063 -1.898 5.534
C 14.565 -2.281 4.260
C 14.286 -3.797 4.056
Br 12.694 -4.116 2.812
H 14.891 -1.942 3.277
H 13.752 -1.599 4.511
H 14.142 -4.319 5.002
H 15.181 -4.236 3.615
*
```

Results
Electronic energy ... -27742.1726 Ha
F_max ... 5.5 eV Å⁻¹
ΔE to the lowest compared entry with this formula, charge and spin ... 14.841 eV
HOMO level ... -10.5 eV
Lowest unoccupied orbital energy ... -0.3544 Ha
Frontier orbital gap ... 0.9 eV

---

(5)
This record from OMol25 describes a molecular structure, C18H20BrGaN8O3S. The level of theory is ωB97M-V/def2-TZVPD.

```
! wB97M-V def2-TZVPD RIJCOSX def2/J DEFGRID3
* xyz 2 1
Ga 0.451 -0.764 -0.069
C -2.456 -4.025 0.198
C -1.538 -2.877 0.440
N -0.462 -2.668 -0.196
N 0.075 -3.511 -1.115
C 1.438 -3.510 -1.146
N 2.010 -4.289 -2.049
S 2.317 -2.570 -0.044
C -1.687 -1.880 1.548
C -2.676 -1.977 2.497
C -2.682 -1.085 3.566
C -1.701 -0.120 3.639
C -0.747 -0.065 2.634
N -0.723 -0.929 1.621
H -1.924 -4.969 0.342
H -3.322 -4.022 0.850
H -2.817 -3.987 -0.832
H -0.504 -4.102 -1.694
H 1.486 -4.837 -2.713
H 3.015 -4.302 -2.110
H -3.436 -2.739 2.422
H -3.449 -1.154 4.326
H -1.665 0.593 4.450
H 0.017 0.696 2.629
Br 2.835 0.282 2.522
C 3.114 0.792 0.732
C 4.248 1.511 0.407
C 4.457 1.824 -0.929
C 3.551 1.397 -1.884
C 2.450 0.678 -1.467
N 2.223 0.399 -0.173
C 1.460 0.111 -2.465
O 1.601 0.339 -3.636
O 0.555 -0.669 -1.931
H 4.951 1.799 1.175
H 5.339 2.381 -1.216
H 3.677 1.588 -2.940
C -1.880 4.747 -0.800
N -1.570 3.340 -0.585
C -2.408 2.229 -1.029
C -1.558 1.061 -0.595
O -1.759 -0.141 -0.740
N -0.416 1.494 -0.007
C -0.459 2.844 -0.044
N 0.532 3.589 0.435
H -2.960 4.873 -0.787
H -1.491 5.099 -1.755
H -1.475 5.350 0.011
H -2.540 2.223 -2.113
H -3.388 2.230 -0.550
H 1.341 3.132 0.818
H 0.545 4.591 0.349
*
```

Results
Electronic energy ... -6258.3378 Ha
F_max ... 0.5 eV Å⁻¹
ΔE to the lowest compared entry with this formula, charge and spin ... 0.797 eV
HOMO level ... -14.8 eV
Lowest unoccupied orbital energy ... -0.2376 Ha
Frontier orbital gap ... 8.3 eV

---

(6)
This record from OMol25 describes a molecular structure, C18H20BrN6PdS2. The level of theory is ωB97M-V/def2-TZVPD.

```
! wB97M-V def2-TZVPD RIJCOSX def2/J DEFGRID3
* xyz 1 3
Pd -0.161 -0.513 -0.160
S -1.459 -2.417 -0.492
C -0.021 -3.137 -1.094
N 1.027 -2.364 -1.269
C 2.101 -3.100 -1.715
C 3.365 -2.578 -2.030
C 4.333 -3.442 -2.475
C 4.066 -4.819 -2.620
C 2.829 -5.346 -2.332
C 1.840 -4.470 -1.876
S 0.205 -4.806 -1.446
H 3.549 -1.515 -1.943
H 5.314 -3.064 -2.729
H 4.851 -5.474 -2.974
H 2.630 -6.402 -2.458
Br 5.579 2.921 0.932
C 3.952 2.010 0.868
C 2.762 2.692 1.047
C 1.583 1.976 0.973
N 1.525 0.660 0.734
C 2.697 0.018 0.591
C 3.925 0.642 0.651
H 2.744 3.754 1.244
H 0.643 2.483 1.134
H 2.641 -1.051 0.436
H 4.835 0.071 0.534
C -3.328 0.193 0.119
N -4.380 1.098 0.541
C -4.221 2.377 -0.163
N -2.912 2.988 0.111
C -1.889 2.058 -0.316
N -1.972 0.746 0.399
C -1.906 1.016 1.868
N -2.933 1.940 2.305
C -4.240 1.352 1.980
C -2.791 3.192 1.558
H -3.405 0.005 -0.953
H -3.428 -0.753 0.655
H -5.007 3.058 0.161
H -4.321 2.212 -1.236
H -0.903 2.487 -0.152
H -2.007 1.860 -1.383
H -0.919 1.407 2.108
H -2.035 0.064 2.386
H -5.027 2.036 2.295
H -4.355 0.413 2.524
H -1.815 3.630 1.778
H -3.561 3.891 1.883
*
```

Results
Electronic energy ... -4524.4924 Ha
F_max ... 0.5 eV Å⁻¹
ΔE to the lowest compared entry with this formula, charge and spin ... 0.000 eV
Expectation value of S² ... 2.022
HOMO level (spin up / spin down) ... -11.2 / -11.7 eV
Lowest unoccupied orbital energy (spin up / spin down) ... -0.1024 / -0.2170 Ha
Frontier orbital gap (spin up / spin down) ... 8.4 / 5.8 eV